Molecular formula: C60H150ClCrLiN10O4P
Method: DFT, ωB97M-V/def2-TZVPD

- E_HOMO (spin up / spin down): -7.97 / -7.97 eV
- Total energy: -138184.6298 eV
- ⟨S²⟩: 3.790
- Kohn-Sham gap (spin up / spin down): 0.299 / 0.307 hartree
- Spin multiplicity: 4

Element x y z (Å)
Cr 0.2412 -0.9969 -0.5409
Li -2.9180 1.0144 0.9041
P -0.5358 0.1586 1.3649
O -0.1869 -1.3354 1.2812
O -1.3232 -0.0414 0.0627
O 0.6114 0.5954 0.4643
O -1.5350 0.9753 2.2103
Cl -0.4410 -1.5684 -2.7478
C 3.7540 5.5330 4.2341
C 3.3675 4.0376 3.9741
N 3.2646 3.6576 2.5526
C 2.1613 4.3165 1.8149
C 0.7624 4.0122 2.2638
C 3.2464 2.2030 2.2873
C 4.6981 1.6670 2.2662
H 3.1181 6.2201 3.6758
H 4.7839 5.7945 3.9908
H 3.6942 5.7197 5.3063
H 4.0429 3.3764 4.5170
H 2.4146 3.8519 4.4697
H 2.1949 5.4057 1.7903
H 2.3191 4.0865 0.7612
H 0.6579 4.2786 3.3156
H -0.0244 4.5106 1.6976
H 0.5727 2.9394 2.2963
H 2.8451 2.0235 1.2899
H 2.5460 1.6387 2.9031
H 4.7916 0.5968 2.0812
H 5.2737 1.8172 3.1795
H 5.2530 2.0721 1.4200
C -0.9139 -6.1831 -2.6768
C -1.7195 -6.1587 -1.3678
N -2.3113 -4.8888 -1.0107
C -3.2079 -4.3077 -1.9599
C -4.5288 -5.1282 -2.1938
C -3.0141 -5.0550 0.2868
C -2.0728 -4.9969 1.4767
H -0.1735 -5.3918 -2.7937
H -1.5167 -6.1163 -3.5826
H -0.3409 -7.1056 -2.7700
H -2.4455 -6.9717 -1.3634
H -1.0461 -6.3979 -0.5447
H -3.4540 -3.2782 -1.6998
H -2.6665 -4.2045 -2.9003
H -5.2314 -4.7675 -2.9451
H -4.3372 -6.1800 -2.4062
H -5.1374 -5.0462 -1.2934
H -3.5035 -6.0282 0.3247
H -3.7659 -4.2723 0.3875
H -1.3975 -4.1550 1.3241
H -1.4669 -5.8989 1.5634
H -2.7093 -4.8004 2.3394
C 2.6283 0.7102 -1.8721
C 2.9008 -0.8401 -1.8442
N 2.2697 -1.5295 -0.6813
C 2.3508 -2.9708 -0.9465
C 1.2780 -3.8255 -0.1960
C 3.1575 -1.1967 0.4459
C 2.9184 -1.7698 1.8454
H 2.8847 1.3346 -1.0163
H 1.5927 0.9485 -2.1150
H 3.1584 1.2191 -2.6771
H 2.5184 -1.2051 -2.7974
H 3.9659 -1.0459 -1.9503
H 2.3362 -3.2741 -1.9933
H 3.3825 -3.2144 -0.6926
H 1.5504 -4.8790 -0.1336
H 1.0761 -3.5427 0.8371
H 0.3171 -3.9173 -0.7023
H 3.1077 -0.1126 0.5474
H 4.2168 -1.3532 0.2423
H 1.8800 -1.6633 2.1593
H 3.4960 -1.1688 2.5479
H 3.2756 -2.7986 1.8900
C 1.5687 -6.1689 3.0049
C 1.7024 -5.7023 4.4887
N 0.5396 -4.9888 5.0072
C 0.1728 -3.7920 4.2948
C -1.2452 -3.2753 4.5637
C 0.5751 -4.8058 6.4610
C 1.5284 -3.6795 6.9511
H 0.5516 -6.5414 2.8836
H 2.3167 -6.8927 2.6812
H 1.6221 -5.3875 2.2468
H 1.7509 -6.6514 5.0225
H 2.6550 -5.1935 4.6368
H 0.2700 -3.9589 3.2221
H 0.8225 -2.9528 4.5432
H -1.4128 -2.3955 3.9424
H -1.4146 -2.8750 5.5632
H -2.0106 -4.0113 4.3178
H -0.3781 -4.5065 6.8970
H 0.7756 -5.7715 6.9250
H 2.5711 -3.8985 6.7209
H 1.3103 -2.6974 6.5316
H 1.4730 -3.5741 8.0346
C 2.8432 2.0333 -8.2870
C 3.2457 2.5331 -6.8838
N 3.1056 1.5262 -5.8238
C 1.8078 0.8739 -5.7262
C 0.5630 1.7603 -5.6789
C 4.1569 0.5566 -5.7253
C 5.4874 1.1506 -5.2069
H 3.0472 2.6940 -9.1296
H 1.8096 1.6979 -8.3727
H 3.4941 1.1898 -8.5168
H 4.2791 2.8719 -6.9563
H 2.6480 3.3998 -6.6015
H 1.7182 0.1848 -6.5660
H 1.7400 0.2116 -4.8631
H 0.7105 2.5299 -4.9212
H 0.4563 2.2041 -6.6687
H -0.3832 1.2396 -5.5317
H 4.3016 0.0320 -6.6697
H 3.7659 -0.1869 -5.0307
H 6.3348 0.4722 -5.1084
H 5.3684 1.6516 -4.2462
H 5.7773 1.9084 -5.9348
C -3.7749 3.4261 2.5114
C -2.9508 3.6430 1.2868
N -3.3263 2.8284 0.1165
C -4.6871 3.1547 -0.3931
C -4.9485 4.5832 -0.9938
C -2.2348 3.0198 -0.9103
C -2.4002 2.3181 -2.2958
H -3.3456 4.0116 3.3244
H -3.6904 2.3932 2.8492
H -4.7941 3.7950 2.3959
H -2.9974 4.7053 1.0471
H -1.9204 3.4082 1.5540
H -4.8965 2.4675 -1.2128
H -5.4194 2.8961 0.3716
H -4.8213 5.3695 -0.2497
H -4.3912 4.7974 -1.9057
H -5.9867 4.5736 -1.3258
H -1.2861 2.6492 -0.5221
H -2.0036 4.0555 -1.1591
H -2.3650 1.2334 -2.1940
H -1.5249 2.5333 -2.9086
H -3.3178 2.6015 -2.8114
C 3.3099 -5.8113 -3.3260
C 3.4804 -5.3396 -4.7914
N 2.8332 -4.0306 -5.1273
C 1.3860 -3.8298 -4.7662
C 0.5100 -4.7491 -5.6454
C 3.0833 -3.5510 -6.4555
C 4.6157 -3.2137 -6.6324
H 2.3018 -6.1056 -3.0338
H 3.6427 -4.9746 -2.7119
H 3.9414 -6.6554 -3.0489
H 4.5211 -5.1178 -5.0275
H 3.1547 -6.1537 -5.4390
H 1.2381 -3.9676 -3.6951
H 1.0665 -2.7944 -4.8838
H 0.6987 -5.8014 -5.4329
H -0.5449 -4.5149 -5.5025
H 0.6102 -4.5325 -6.7089
H 2.5289 -2.6436 -6.6952
H 2.7829 -4.2840 -7.2043
H 4.9311 -2.6212 -5.7736
H 4.8672 -2.6333 -7.5201
H 5.1086 -4.1818 -6.7221
C 1.6332 4.1185 -2.7314
C 1.2544 5.5529 -3.1411
N 0.0878 6.0951 -2.4436
C 0.1760 6.1426 -0.9833
C 1.2305 7.1583 -0.4498
C -0.4202 7.3442 -3.0240
C -1.9042 7.3747 -2.6920
H 2.3716 3.7618 -3.4495
H 0.7844 3.4368 -2.7839
H 2.0753 4.1334 -1.7351
H 2.1299 6.1968 -3.0571
H 1.0876 5.7014 -4.2079
H 0.5369 5.1943 -0.5851
H -0.7223 6.3965 -0.4205
H 1.3022 7.0182 0.6288
H 0.8635 8.1745 -0.5939
H 2.2141 6.9549 -0.8731
H 0.0053 8.2688 -2.6339
H -0.2252 7.3608 -4.0963
H -2.1234 7.2855 -1.6280
H -2.3818 8.3211 -2.9459
H -2.4428 6.5638 -3.1825
C -6.2726 0.9581 2.4912
C -5.9771 -0.0172 1.3365
N -4.5789 -0.3698 1.2051
C -4.0169 -1.0403 2.3923
C -4.7965 -2.1805 3.0190
C -4.4231 -1.2951 0.0591
C -4.9444 -0.8038 -1.2840
H -5.6234 1.8336 2.5004
H -6.2061 0.4858 3.4714
H -7.3030 1.3050 2.4139
H -6.6166 -0.8934 1.4435
H -6.3366 0.4319 0.4106
H -3.0221 -1.4046 2.1358
H -3.8981 -0.2805 3.1648
H -5.7652 -1.8998 3.4326
H -5.0847 -2.9164 2.2684
H -4.1926 -2.7396 3.7338
H -4.9607 -2.2247 0.2463
H -3.3488 -1.4596 -0.0237
H -6.0335 -0.7800 -1.2472
H -4.6571 -1.4552 -2.1094
H -4.5540 0.1801 -1.5439
C -3.0716 1.4053 5.7071
C -1.9853 1.1221 6.7625
N -0.7314 1.8850 6.5511
C -0.8406 3.3034 6.9661
C 0.5202 4.0275 7.1398
C -0.0940 1.6218 5.2703
C 0.2851 0.1906 4.9945
H -2.7633 1.0696 4.7170
H -3.2149 2.4802 5.5966
H -4.0248 0.9612 5.9938
H -2.4153 1.3647 7.7343
H -1.6778 0.0817 6.6576
H -1.4092 3.9801 6.3281
H -1.2832 3.3821 7.9591
H 0.4148 4.9320 7.7388
H 1.2429 3.4351 7.7009
H 0.9857 4.3378 6.2043
H 0.8479 2.1682 5.2197
H -0.7174 1.9127 4.4248
H 1.0121 0.1864 4.1825
H -0.6321 -0.3404 4.7398
H 0.6742 -0.3990 5.8246

These are the Mulliken partial charges, in e, on atoms 1 to 99: number 1, Cr, carries 0.292; number 2, Li, carries 1.855; number 3, P, carries 2.013; number 4, O, carries -0.840; number 5, O, carries -1.408; number 6, O, carries -0.188; number 7, O, carries 0.034; number 8, Cl, carries -0.862; number 9, C, carries -1.413; number 10, C, carries 0.134; number 11, N, carries 0.391; number 12, C, carries -0.998; number 13, C, carries 0.011; number 14, C, carries 1.863; number 15, C, carries -1.411; number 16, H, carries 0.242; number 17, H, carries 0.373; number 18, H, carries 0.417; number 19, H, carries 0.519; number 20, H, carries -0.344; number 21, H, carries 0.210; number 22, H, carries 0.111; number 23, H, carries 0.117; number 24, H, carries 0.410; number 25, H, carries -0.177; number 26, H, carries -1.149; number 27, H, carries -0.580; number 28, H, carries 0.393; number 29, H, carries 0.338; number 30, H, carries 0.360; number 31, C, carries -1.235; number 32, C, carries -0.799; number 33, N, carries 0.991; number 34, C, carries 0.132; number 35, C, carries -1.482; number 36, C, carries -0.631; number 37, C, carries -0.826; number 38, H, carries -0.024; number 39, H, carries 0.368; number 40, H, carries 0.565; number 41, H, carries 0.638; number 42, H, carries 0.207; number 43, H, carries -0.364; number 44, H, carries 0.253; number 45, H, carries 0.468; number 46, H, carries 0.332; number 47, H, carries 0.304; number 48, H, carries 0.363; number 49, H, carries 0.112; number 50, H, carries -0.208; number 51, H, carries 0.484; number 52, H, carries 0.357; number 53, C, carries -1.217; number 54, C, carries -0.413; number 55, N, carries 1.583; number 56, C, carries -0.270; number 57, C, carries -0.151; number 58, C, carries -0.437; number 59, C, carries -0.821; number 60, H, carries 0.188; number 61, H, carries -0.089; number 62, H, carries 0.602; number 63, H, carries -0.198; number 64, H, carries 0.417; number 65, H, carries -0.393; number 66, H, carries 0.410; number 67, H, carries 1.025; number 68, H, carries -1.011; number 69, H, carries -0.215; number 70, H, carries -0.501; number 71, H, carries 0.293; number 72, H, carries -0.621; number 73, H, carries 0.679; number 74, H, carries 0.356; number 75, C, carries -0.896; number 76, C, carries -0.355; number 77, N, carries 0.109; number 78, C, carries 0.998; number 79, C, carries -1.132; number 80, C, carries -0.755; number 81, C, carries -0.570; number 82, H, carries 0.310; number 83, H, carries 0.493; number 84, H, carries -0.104; number 85, H, carries 0.430; number 86, H, carries 0.318; number 87, H, carries -0.943; number 88, H, carries 0.059; number 89, H, carries -0.306; number 90, H, carries 0.633; number 91, H, carries 0.383; number 92, H, carries 0.307; number 93, H, carries 0.503; number 94, H, carries 0.275; number 95, H, carries -0.038; number 96, H, carries 0.441; number 97, C, carries -1.116; number 98, C, carries -0.631; number 99, N, carries 0.789